(1)
Density functional theory data (ωB97M-V with the def2-TZVPD basis set) for 8 unconnected molecules or ions with the total composition H18NO7 at a distorted geometry.

Structure (ORCA input):
```
! wB97M-V def2-TZVPD RIJCOSX def2/J DEFGRID3
* xyz 1 1
N -2.11564 0.56895 0.02852
H -1.72605 1.34679 -0.47474
H -2.32172 0.72168 1.01228
H -3.03973 0.41071 -0.39744
H -1.64448 -0.32740 -0.18805
H 1.36425 -1.50698 0.64917
H 1.43483 0.00932 0.91604
O 1.53067 -0.84468 1.36615
H 0.60157 2.40914 -0.38230
H 0.36933 2.55850 1.07601
O 0.22810 1.91795 0.36343
H 0.10407 -0.45088 2.34641
H -1.23437 -0.59411 3.14762
O -0.86422 -0.23847 2.32977
H -0.90092 -3.09410 -1.12122
H -1.52938 -2.85466 0.18929
O -1.42916 -2.42391 -0.67184
H 4.13404 -0.10403 -2.33217
H 4.42242 1.14106 -1.48025
O 3.92182 0.32199 -1.49866
H -2.00789 3.27898 -1.89509
H -2.65297 3.99432 -0.60683
O -2.57296 3.19511 -1.12752
H 2.01653 -3.08642 -0.34184
H 1.50883 -2.16824 -1.42152
O 1.20527 -2.65367 -0.64127
*
```

Output
Highest occupied orbital energy in eV: -13.92
E in eV: -16109.479
Energy above the lowest of the compared OMol25 structures with the same formula, charge and spin in kJ/mol: 183.1
Frontier orbital gap in eV: 10.97
Lowest unoccupied orbital energy in eV: -2.95
M in g mol⁻¹: 144.144

Atom charges from the Mulliken analysis, given in e for atoms 1 to 4: atom 1 (N): -0.26, atom 2 (H): 0.30, atom 3 (H): 0.30, atom 4 (H): 0.42

(2)
Density functional theory data (ωB97M-V with the def2-TZVPD basis set) for a single CH3NO2S molecule at a distorted geometry.

Structure (ORCA input):
```
! wB97M-V def2-TZVPD RIJCOSX def2/J DEFGRID3
* xyz 0 1
C 1.12147 -0.67674 -0.33265
N -1.33002 0.43393 0.58941
O 1.47011 -1.73406 0.18657
O 0.22249 2.04263 -0.58497
S 0.38622 1.03354 0.47103
H 1.04334 -0.73403 -1.37883
H -1.35943 -0.26080 1.33059
H -1.55419 -0.10449 -0.28114
*
```

Output
Highest occupied orbital energy in eV: -9.56
E in eV: -17503.549
Energy above the lowest of the compared OMol25 structures with the same formula, charge and spin in kJ/mol: 185.4
Frontier orbital gap in eV: 9.18
Lowest unoccupied orbital energy in eV: -0.38
M in g mol⁻¹: 93.107

Atom charges from the Mulliken analysis, given in e for atoms 1 to 4: atom 1 (C): 0.00, atom 2 (N): -0.57, atom 3 (O): -0.41, atom 4 (O): -0.50

(3)
Density functional theory data (ωB97M-V with the def2-TZVPD basis set) for 2 unconnected molecules or ions with the total composition C6H15NO at a distorted geometry.

Structure (ORCA input):
```
! wB97M-V def2-TZVPD RIJCOSX def2/J DEFGRID3
* xyz 0 1
C -1.57166 1.54783 0.86862
C -0.07963 1.90321 0.92809
C -1.80798 0.09823 0.48662
O -1.29096 -0.31026 -0.53526
N -2.82220 -0.55850 1.11460
H -1.99970 1.80857 1.84882
H -2.23000 2.21019 0.30107
H 0.53858 1.04102 0.70330
H -2.89152 -1.54004 0.90379
H -3.12967 -0.27553 2.02139
H 0.12235 2.29017 1.92637
H 0.18235 2.74000 0.28389
C 2.62027 -1.21023 -1.23671
C 2.15095 -1.53666 0.17148
C 2.29297 0.10677 -1.92164
H 3.67774 -1.34610 -1.24417
H 2.30606 -2.05781 -1.85738
H 2.30050 -2.60038 0.38151
H 1.06564 -1.56974 0.32688
H 3.09411 0.33629 -2.62355
H 1.36255 0.11649 -2.48927
H 2.62059 -0.87292 0.89497
H 2.21791 0.92188 -1.19775
*
```

Output
Highest occupied orbital energy in eV: -9.84
E in eV: -10002.864
Energy above the lowest of the compared OMol25 structures with the same formula, charge and spin in kJ/mol: 86.2
Frontier orbital gap in eV: 10.70
Lowest unoccupied orbital energy in eV: 0.86
M in g mol⁻¹: 117.192
Structure (SMILES): CCC(N)=O.CCC

Atom charges from the Mulliken analysis, given in e for atoms 1 to 4: atom 1 (C): -0.41, atom 2 (C): -0.65, atom 3 (C): 0.35, atom 4 (O): -0.56

(4)
Density functional theory data (ωB97M-V with the def2-TZVPD basis set) for 2 unconnected molecules or ions with the total composition C5H13NOSi at a distorted geometry.

Structure (ORCA input):
```
! wB97M-V def2-TZVPD RIJCOSX def2/J DEFGRID3
* xyz 0 1
C 1.34753 -1.49656 -0.25068
C -2.75915 -0.97675 -0.71844
C 2.65145 0.60459 0.77528
C 1.42747 0.58749 -1.54556
C -2.15465 -0.75098 0.46594
N 1.59451 -0.18017 -0.39604
O 1.68864 -2.16375 0.73504
Si -2.09801 1.00296 1.24891
H -2.99574 -2.01622 -0.95076
H 0.53123 -2.00883 -1.08316
H -3.35497 -0.25637 -1.34705
H 1.97286 1.03237 1.37583
H 3.22823 -0.13609 1.29219
H 3.30981 1.34942 0.22843
H 2.21872 0.64409 -2.22052
H 0.65814 0.17340 -2.06031
H 1.03294 1.58314 -1.29240
H -1.74053 -1.34675 1.25351
H -0.99470 1.88184 0.88731
H -2.16569 0.90749 2.72130
H -3.39809 1.56568 0.88117
*
```

Output
Highest occupied orbital energy in eV: -9.41
E in eV: -16807.342
Energy above the lowest of the compared OMol25 structures with the same formula, charge and spin in kJ/mol: 499.5
Frontier orbital gap in eV: 10.17
Lowest unoccupied orbital energy in eV: 0.76
M in g mol⁻¹: 131.251
Structure (SMILES): C=C[SiH3].CN(C)C=O

Atom charges from the Mulliken analysis, given in e for atoms 1 to 4: atom 1 (C): 0.20, atom 2 (C): -0.69, atom 3 (C): -0.82, atom 4 (C): -1.20

(5)
Density functional theory data (ωB97M-V with the def2-TZVPD basis set) for a single CH5NO2S2 molecule at a distorted geometry.

Structure (ORCA input):
```
! wB97M-V def2-TZVPD RIJCOSX def2/J DEFGRID3
* xyz 0 1
C -1.61356 0.11813 0.07635
N 1.44526 0.61907 -0.12937
O 3.81274 0.37443 -1.07280
O 3.35207 -0.93126 1.03815
S 0.02620 0.94641 0.76393
S 3.35761 0.54274 0.28587
H -2.30225 0.89430 0.30185
H -1.61514 0.24940 -0.97930
H -1.53999 -0.83388 0.51152
H 1.55151 1.22255 -0.99050
H 2.77273 -1.60613 0.63766
*
```

Output
Highest occupied orbital energy in eV: -8.45
E in eV: -28371.013
Energy above the lowest of the compared OMol25 structures with the same formula, charge and spin in kJ/mol: 320.4
Frontier orbital gap in eV: 8.61
Lowest unoccupied orbital energy in eV: 0.16
M in g mol⁻¹: 127.190

Atom charges from the Mulliken analysis, given in e for atoms 1 to 4: atom 1 (C): -0.86, atom 2 (N): -0.42, atom 3 (O): -0.46, atom 4 (O): -0.47

(6)
Density functional theory data (ωB97M-V with the def2-TZVPD basis set) for 8 unconnected molecules or ions with the total composition C32H48O24 at a distorted geometry.

Structure (ORCA input):
```
! wB97M-V def2-TZVPD RIJCOSX def2/J DEFGRID3
* xyz 0 1
C 15.60339 21.19975 -0.23301
C 14.21133 21.39352 0.36306
C 13.48062 22.75223 0.07024
O 12.31339 22.24657 -0.54919
C 12.23005 20.93634 -0.62797
O 11.27543 20.32098 -1.08004
O 13.35354 20.38140 -0.14145
H 16.14085 20.40467 0.28378
H 16.28559 22.04987 -0.23160
H 15.49336 20.89406 -1.27346
H 14.27415 21.25215 1.44203
H 14.01623 23.39600 -0.62746
H 13.19935 23.27988 0.98160
C 21.38199 18.33971 -7.31113
C 21.15007 19.78741 -7.77076
C 19.67055 20.28773 -7.66560
O 19.77548 21.43220 -6.89323
C 21.00745 21.54759 -6.38598
O 21.33280 22.34995 -5.51179
O 21.84751 20.58617 -6.91189
H 22.45844 18.25111 -7.16438
H 21.01180 17.64657 -8.06652
H 20.78540 18.19178 -6.41097
H 21.38979 19.80273 -8.83396
H 19.09320 19.48542 -7.20619
H 19.25069 20.51660 -8.64511
C 18.57793 10.93206 7.53833
C 18.79210 10.89093 5.98777
C 19.37822 12.13591 5.29386
O 20.59530 11.66412 4.78810
C 20.71413 10.36604 4.96915
O 21.69963 9.71482 4.61172
O 19.73541 9.88833 5.77655
H 19.51742 10.82519 8.08059
H 17.93784 10.10953 7.85742
H 18.06217 11.81800 7.90875
H 17.88975 10.57783 5.46257
H 19.47663 12.93661 6.02686
H 18.74199 12.52875 4.50077
C 24.48801 19.68817 -0.04492
C 24.11584 19.31572 1.45034
C 24.90312 18.19413 1.97185
O 25.50703 18.68142 3.17054
C 25.10635 19.93167 3.38429
O 25.43779 20.59248 4.34294
O 24.48345 20.35468 2.33854
H 25.56349 19.84855 -0.12051
H 23.95358 20.62911 -0.17574
H 24.10183 18.95238 -0.75032
H 23.05866 19.05852 1.51599
H 25.66142 17.98515 1.21726
H 24.28421 17.31066 2.12843
C 27.92621 13.62871 -8.15974
C 28.00370 13.88484 -9.64524
C 27.65662 12.73439 -10.58475
O 26.62996 13.30599 -11.45379
C 26.25832 14.47451 -11.04125
O 25.30004 15.10175 -11.49364
O 26.98261 14.81575 -9.98825
H 28.78132 13.07645 -7.76999
H 27.03530 13.07095 -7.87116
H 27.87490 14.58035 -7.63074
H 28.97690 14.26890 -9.95099
H 27.30827 11.86865 -10.02151
H 28.51071 12.46238 -11.20494
C 19.21394 16.53319 10.61430
C 19.21779 17.71430 9.67640
C 20.60275 18.36765 9.50228
O 20.70964 18.63483 8.21870
C 19.71562 17.99081 7.52453
O 19.58378 17.93815 6.32608
O 18.84417 17.43650 8.36331
H 18.21236 16.14879 10.80709
H 19.50785 16.84583 11.61629
H 19.87906 15.73325 10.28900
H 18.52528 18.42414 10.12877
H 21.38398 17.71118 9.88548
H 20.60937 19.18149 10.22735
C 20.38407 14.73641 -1.05374
C 21.26688 13.55791 -1.40754
C 21.29050 13.14855 -2.82214
O 22.62873 13.24007 -3.29004
C 23.38339 13.73537 -2.34006
O 24.58796 13.98636 -2.45828
O 22.65795 13.99899 -1.29563
H 20.48741 15.54335 -1.77918
H 20.71537 15.02009 -0.05480
H 19.32504 14.47986 -1.08109
H 21.10937 12.76413 -0.67733
H 20.65833 13.81763 -3.40592
H 20.92584 12.12314 -2.88259
C 19.86793 9.80731 -8.62940
C 20.58972 8.68858 -9.31137
C 21.78850 9.17328 -10.03419
O 22.77062 8.23234 -9.66107
C 22.42540 7.42970 -8.67303
O 23.22824 6.67376 -8.04335
O 21.09271 7.68889 -8.45613
H 19.24786 9.42313 -7.81944
H 19.25075 10.38432 -9.31804
H 20.63424 10.40535 -8.13623
H 20.04337 8.11600 -10.06086
H 22.04920 10.21372 -9.84019
H 21.70010 9.13686 -11.11998
*
```

Output
Highest occupied orbital energy in eV: -10.60
E in eV: -83100.865
Energy above the lowest of the compared OMol25 structures with the same formula, charge and spin in kJ/mol: 430.4
Frontier orbital gap in eV: 10.55
Lowest unoccupied orbital energy in eV: -0.05
M in g mol⁻¹: 816.712
Structure (SMILES): C[C@H]1COC(=O)O1.C[C@H]1COC(=O)O1.C[C@H]1COC(=O)O1.C[C@H]1COC(=O)O1.C[C@H]1COC(=O)O1.C[C@H]1COC(=O)O1.C[C@H]1COC(=O)O1.C[C@H]1COC(=O)O1

Atom charges from the Mulliken analysis, given in e for atoms 1 to 4: atom 1 (C): -1.33, atom 2 (C): 0.42, atom 3 (C): -0.33, atom 4 (O): -0.33

(7)
Density functional theory data (ωB97M-V with the def2-TZVPD basis set) for 2 unconnected molecules or ions with the total composition C4H12N3 at a distorted geometry.

Structure (ORCA input):
```
! wB97M-V def2-TZVPD RIJCOSX def2/J DEFGRID3
* xyz 2 2
C -2.65361 -0.98268 0.69347
C -2.71984 -1.74453 1.75952
N -1.81029 0.22795 0.64617
H -3.13495 -1.18960 -0.25032
H -3.35673 -2.61888 1.74155
H -2.17562 -1.52350 2.67015
H -1.52732 0.50675 1.58749
H -0.91926 0.06240 0.03122
H -2.31894 1.01847 0.24052
C 2.87825 1.43420 -1.71983
N 0.45798 -0.29860 -0.73091
C 1.60494 0.12854 -0.05073
N 2.39756 1.02944 -0.42602
H 3.48001 0.64608 -2.16820
H 3.48017 2.33903 -1.61475
H 2.02963 1.70160 -2.36747
H 0.47981 -1.32248 -0.79194
H 0.48860 0.05816 -1.68899
H 1.72678 -0.35183 0.92280
*
```

Output
Highest occupied orbital energy (alpha / beta) in eV: -18.19 / -18.18
E in eV: -8792.628
Energy above the lowest of the compared OMol25 structures with the same formula, charge and spin in kJ/mol: 248.4
Frontier orbital gap (alpha / beta) in eV: 9.54 / 6.21
Lowest unoccupied orbital energy (alpha / beta) in eV: -8.65 / -11.97
M in g mol⁻¹: 102.161

Atom charges from the Mulliken analysis, given in e for atoms 1 to 4: atom 1 (C): 0.05, atom 2 (C): -0.70, atom 3 (N): -0.25, atom 4 (H): 0.39